{
  "formula": "C14H14N2O4S",
  "method": "the ωB97M-V functional and the def2-TZVPD basis",
  "energy_ha": -1350.010208,
  "gap_ev": 8.11,
  "symbols": ["C", "C", "C", "C", "C", "C", "C", "O", "H", "C", "O", "N", "H", "N", "H", "S", "O", "O", "C", "C", "C", "C", "C", "C", "H", "H", "H", "H", "H", "H", "H", "H", "H", "H", "H"],
  "xyz": [[-5.5313, 0.6063, -0.3019], [-4.3985, 0.7443, -1.2718], [-4.4768, 1.4149, -2.3803], [-3.1947, 1.6040, -3.2094], [-1.9005, 0.9926, -2.9844], [-1.8221, 0.3372, -1.5889], [-2.9515, 0.2745, -0.7565], [-3.0651, -0.7689, 0.2548], [-2.1515, -1.1617, 0.3950], [-0.6654, -0.3320, -1.1672], [-0.6670, -1.3353, -0.0745], [0.5556, -0.0984, -1.6807], [0.5493, 1.0086, -2.3335], [1.6254, -0.3100, -1.0413], [2.4917, -0.4305, -1.8498], [2.1321, 0.8072, 0.3280], [0.8928, 1.5146, 0.4932], [3.2607, 1.5882, -0.0837], [2.4091, -0.5707, 1.4781], [1.6142, -1.3610, 2.0208], [2.0560, -2.4070, 2.8504], [3.3139, -2.2263, 3.6378], [4.1285, -1.3410, 3.1095], [3.8259, -0.3137, 2.1817], [4.4446, 0.0554, 1.6272], [5.0941, -1.2868, 3.3941], [3.6435, -2.8740, 4.0636], [1.1954, -3.1862, 3.2964], [0.7208, -1.3510, 1.5298], [-1.1374, 1.1897, -3.4022], [-3.2713, 2.0644, -4.0224], [-5.1659, 1.8389, -2.7302], [-5.3260, 0.9145, 0.6946], [-5.6179, -0.4806, -0.3130], [-6.2778, 1.0753, -0.7749]],
  "nbo_charge": [-0.638, 0.055, -0.194, -0.140, -0.139, -0.288, 0.425, -0.699, 0.523, 0.656, -0.761, -0.371, 0.314, -0.627, 0.379, 2.207, -0.916, -0.892, -0.233, -0.274, -0.128, -0.134, -0.194, -0.129, 0.172, 0.201, 0.152, 0.228, 0.279, 0.151, 0.167, 0.171, 0.235, 0.236, 0.205]
}



{
  "formula": "C2H3LiMnO2",
  "method": "the ωB97M-V functional and the def2-TZVPD basis",
  "charge": 1,
  "energy_ha": -1386.718352,
  "gap_ev": [4.60, 8.44],
  "spin_multiplicity": 7,
  "symbols": ["H", "O", "C", "C", "O", "Li", "Mn", "H", "H"],
  "xyz": [[-1.9873, -0.8600, -0.7694], [0.9090, 0.0219, -0.7369], [0.2346, -1.0666, -0.3603], [-1.1814, -0.8820, 0.0917], [-1.3614, 0.3412, 0.7748], [-2.8864, 0.5903, 1.6751], [0.0566, 1.4200, 0.1980], [0.5240, -2.0297, -0.8021], [-1.5145, -1.7216, 0.7270]],
  "nbo_charge": [0.154, -0.862, 0.073, -0.181, -1.112, 0.978, 1.584, 0.177, 0.189]
}



{
  "formula": "C17H26N2O18S5",
  "method": "the ωB97M-V functional and the def2-TZVPD basis",
  "energy_ha": -4117.988252,
  "gap_ev": 8.38,
  "symbols": ["C", "C", "O", "C", "O", "C", "C", "C", "C", "N", "S", "N", "C", "C", "H", "H", "H", "H", "H", "H", "H", "H", "H", "H", "C", "C", "O", "S", "O", "O", "O", "H", "H", "H", "H", "C", "C", "O", "S", "O", "O", "O", "H", "H", "H", "H", "C", "C", "O", "S", "O", "O", "O", "H", "H", "H", "H", "C", "C", "O", "S", "O", "O", "O", "H", "H", "H", "H"],
  "xyz": [[5.6941, -3.1783, 0.2034], [4.5359, -2.1303, 0.3224], [5.0554, -0.7905, 0.2479], [3.5970, -2.2812, -0.9037], [2.6762, -3.3999, -0.8162], [1.5447, -2.9174, -0.1586], [1.4770, -3.2117, 1.2809], [0.4154, -2.7397, 2.0369], [-0.5880, -1.9876, 1.3369], [-1.6976, -1.4262, 1.8943], [-2.5074, -0.7133, 0.6971], [-1.5896, -1.0261, -0.6362], [-0.5603, -1.7134, -0.1030], [0.5811, -2.2082, -0.8408], [6.0862, -3.0880, -0.8278], [5.2682, -4.1839, 0.3945], [6.4526, -2.9165, 0.9620], [4.0240, -2.2322, 1.2995], [5.2424, -0.4966, 1.1475], [3.0751, -1.3118, -1.0293], [4.1749, -2.4229, -1.8399], [2.2951, -3.7776, 1.7478], [0.4028, -2.9613, 3.1093], [0.7112, -2.0313, -1.9188], [1.0268, 2.3954, -1.6823], [1.9194, 3.0273, -0.6348], [3.1745, 2.3517, -0.7706], [3.3969, 1.9467, -2.3129], [4.2172, 2.9285, -2.9254], [3.6933, 0.5618, -2.3716], [1.8819, 2.1735, -2.8099], [0.6442, 1.4278, -1.3474], [0.1927, 3.0371, -1.9574], [1.5269, 2.9091, 0.3724], [2.0818, 4.0885, -0.8390], [-6.7791, 1.8090, 0.9449], [-6.6062, 1.8869, -0.5584], [-5.8523, 3.0805, -0.7769], [-4.8523, 3.3158, 0.4653], [-3.5709, 2.8097, 0.1066], [-5.0505, 4.6263, 0.9565], [-5.5385, 2.2694, 1.4848], [-7.5708, 2.4791, 1.2885], [-6.9893, 0.7968, 1.2849], [-7.5563, 1.9321, -1.0858], [-6.0219, 1.0428, -0.9345], [6.9361, -8.1842, 1.7322], [5.7415, -7.2767, 1.5217], [5.9559, -6.1811, 2.4164], [7.5389, -5.9129, 2.5600], [7.8984, -4.8604, 1.6806], [7.8667, -5.8998, 3.9387], [8.0448, -7.2998, 1.9167], [6.8239, -8.7846, 2.6380], [7.1111, -8.8409, 0.8829], [4.7982, -7.7716, 1.7403], [5.7170, -6.8827, 0.5024], [-9.0684, 7.0310, -1.7192], [-8.3994, 8.3493, -1.3862], [-7.2828, 7.9958, -0.5674], [-6.7208, 6.5528, -1.0232], [-5.6207, 6.7533, -1.8960], [-6.6392, 5.7170, 0.1178], [-7.9944, 6.1083, -1.9144], [-9.6786, 6.6740, -0.8858], [-9.6822, 7.0941, -2.6155], [-9.0614, 9.0309, -0.8571], [-8.0187, 8.8385, -2.2864]],
  "nbo_charge": [-0.627, 0.071, -0.725, -0.100, -0.527, 0.312, -0.234, -0.205, 0.055, -0.592, 0.916, -0.615, 0.166, -0.298, 0.212, 0.203, 0.225, 0.163, 0.471, 0.212, 0.199, 0.230, 0.237, 0.244, -0.101, -0.102, -0.682, 2.545, -0.894, -0.898, -0.685, 0.195, 0.219, 0.215, 0.192, -0.100, -0.101, -0.684, 2.538, -0.910, -0.862, -0.686, 0.193, 0.209, 0.211, 0.191, -0.099, -0.104, -0.686, 2.540, -0.894, -0.889, -0.682, 0.192, 0.213, 0.214, 0.196, -0.099, -0.102, -0.682, 2.540, -0.893, -0.878, -0.689, 0.188, 0.210, 0.212, 0.193]
}



{
  "formula": "C2HO3V",
  "method": "the ωB97M-V functional and the def2-TZVPD basis",
  "energy_ha": -1246.370467,
  "gap_ev": [7.00, 8.40],
  "spin_multiplicity": 5,
  "symbols": ["C", "O", "C", "O", "O", "V", "H"],
  "xyz": [[-1.1057, 1.3158, -0.0628], [0.0298, 0.7170, -0.0656], [0.1945, -0.8701, 0.0273], [-0.8168, -1.4964, 0.0567], [1.4137, -1.0248, 0.1657], [2.1622, 0.8319, 0.1388], [-1.8776, 0.5266, -0.2600]],
  "nbo_charge": [0.147, -0.688, 0.966, -0.576, -0.761, 0.824, 0.087]
}



{
  "formula": "C11H14BN2O4PS",
  "method": "the ωB97M-V functional and the def2-TZVPD basis",
  "charge": 2,
  "energy_ha": -1601.948297,
  "gap_ev": 6.33,
  "symbols": ["O", "B", "O", "C", "N", "C", "C", "C", "C", "C", "C", "N", "P", "O", "O", "S", "C", "C", "C", "C", "H", "H", "H", "H", "H", "H", "H", "H", "H", "H", "H", "H", "H", "H"],
  "xyz": [[6.5367, 1.8931, -0.2139], [5.1724, 1.6810, -0.0743], [4.7589, 0.4836, 0.5735], [4.0613, 2.7785, -0.5829], [2.7336, 2.0738, -0.5196], [1.8291, 2.4109, 0.4777], [0.5320, 1.7239, 0.6104], [0.1427, 0.6496, -0.3388], [-1.1895, -0.0983, -0.1758], [-1.5025, -0.5984, 1.1986], [-2.7332, -1.3537, 1.4103], [-3.6245, -1.6218, 0.3675], [-5.1055, -2.5935, 0.6619], [-5.1317, -3.2168, 2.2013], [-5.1897, -3.8984, -0.3792], [-6.6910, -1.5455, 0.3468], [-3.3687, -1.1481, -0.9202], [-2.1566, -0.3783, -1.2457], [1.1448, 0.3530, -1.3986], [2.4117, 1.0970, -1.4456], [7.0265, 1.1397, 0.1730], [4.6901, -0.2658, -0.0440], [4.0518, 3.6545, 0.1298], [4.2817, 3.1284, -1.6234], [2.1242, 3.2317, 1.1842], [-0.1395, 2.0317, 1.4500], [-0.8068, -0.3986, 2.0552], [-2.9058, -1.7346, 2.4527], [-4.4526, -3.9162, 2.3240], [-4.3997, -4.4769, -0.2666], [-4.1375, -1.4271, -1.6865], [-1.9721, -0.0278, -2.2884], [0.9029, -0.4517, -2.1307], [3.1066, 0.8210, -2.2826]],
  "nbo_charge": [-0.850, 1.125, -0.938, -0.568, -0.251, 0.108, -0.186, 0.005, 0.041, -0.204, 0.091, -0.603, 1.802, -0.908, -0.906, -0.386, 0.131, -0.200, -0.189, 0.085, 0.520, 0.509, 0.277, 0.283, 0.270, 0.270, 0.275, 0.279, 0.508, 0.501, 0.291, 0.281, 0.268, 0.269]
}



{
  "formula": "C4H10OSi",
  "method": "the ωB97M-V functional and the def2-TZVPD basis",
  "energy_ha": -523.037272,
  "gap_ev": [7.72, 7.72],
  "symbols": ["C", "C", "C", "C", "O", "Si", "H", "H", "H", "H", "H", "H", "H", "H", "H", "H"],
  "xyz": [[-0.5454, -1.8913, 0.6071], [-0.7420, -0.5772, 0.7909], [0.0290, 1.7341, 1.4492], [0.3054, 0.3389, 1.0712], [0.8596, 0.7265, -1.0735], [0.4752, -0.1800, -2.2957], [-1.3484, -2.5557, 0.3461], [0.4352, -2.3280, 0.6938], [-1.7294, -0.1567, 0.6633], [-0.1923, 1.7677, 2.5212], [0.8931, 2.3642, 1.2531], [-0.8348, 2.1175, 0.9083], [1.2880, -0.0623, 1.2666], [-0.9671, -0.4415, -2.4403], [1.1415, -1.4927, -2.3262], [0.9325, 0.6364, -3.4351]],
  "nbo_charge": [-0.230, -0.308, -0.685, 0.243, -1.146, 1.256, 0.210, 0.201, 0.220, 0.243, 0.257, 0.241, 0.217, -0.257, -0.255, -0.207]
}